Version a
An isolated ion of composition C6H10N and charge +1, computed with ωB97M-V with the def2-TZVPD basis set.

Each atom is followed by the atoms it is bonded to, with distances in Å.
Element x y z (Å)
1 C -1.8303 -0.4542 -0.0275  C2 1.298, C3 1.314
2 C -0.7218 -1.1161 -0.1658  C1 1.298, C4 1.497, N7 1.480
3 C -2.0667 0.8318 0.1014  C1 1.314, H8 1.149, H9 1.050
4 C 0.6302 -1.7444 -0.0290  C2 1.497, N7 1.448, H10 1.073, H11 1.156
5 C 0.5944 0.4879 1.1912  N7 1.439, H12 1.019, H13 1.101, H14 1.101
6 C 0.8005 0.3803 -1.2393  N7 1.439, H15 1.092, H16 1.051, H17 1.052
7 N 0.5046 -0.3024 -0.0076  C2 1.480, C4 1.448, C5 1.439, C6 1.439
8 H -2.3731 1.3532 -0.8750  C3 1.149
9 H -2.3195 1.1945 1.0540  C3 1.050
10 H 1.0236 -2.0384 0.9248  C4 1.073
11 H 1.1961 -2.3976 -0.7964  C4 1.156
12 H 0.2431 -0.0571 1.9777  C5 1.019
13 H 1.5891 0.8177 1.5286  C5 1.101
14 H -0.0442 1.3725 1.0435  C5 1.101
15 H 1.8311 0.7404 -1.2465  C6 1.092
16 H 0.7344 -0.3036 -2.0343  C6 1.051
17 H 0.2084 1.2355 -1.4000  C6 1.052

Calculated values
- LUMO: -4.033 eV
- E_HOMO: -14.927 eV
- Spin multiplicity: 1
- Total charge: +1

Atomic partial charges in e from the Löwdin method, atoms 1 to 6:
1. C 0.04
2. C -0.09
3. C 0.07
4. C 0.05
5. C 0.03
6. C 0.02

=====

Version b
An isolated ion of composition C6H10N and charge +1, computed with ωB97M-V with the def2-TZVPD basis set.

Each atom is followed by the atoms it is bonded to, with distances in Å.
Element x y z (Å)
1 C 1.8237 -0.8239 0.7409  C2 1.409, N7 1.295, H8 1.152
2 C 0.8937 -1.5704 -0.0101  C1 1.409, C3 1.509, H9 1.132
3 C -0.2144 -0.6138 -0.3743  C2 1.509, C4 1.590, C5 1.590, H10 1.197
4 C 0.1672 0.6708 0.4820  C3 1.590, C6 1.513, N7 1.348, H11 1.089
5 C -1.7058 -1.0913 -0.6509  C3 1.590, H12 1.178, H13 1.094, H14 1.163
6 C 0.0973 2.1371 0.1156  C4 1.513, H15 1.137, H16 1.092, H17 1.168
7 N 1.3506 0.3439 1.0390  C1 1.295, C4 1.348
8 H 2.7755 -1.0964 1.3301  C1 1.152
9 H 1.0053 -2.6395 -0.3635  C2 1.132
10 H 0.0883 -0.4525 -1.5215  C3 1.197
11 H -0.5193 0.7228 1.3262  C4 1.089
12 H -1.7327 -2.2621 -0.5226  C5 1.178
13 H -1.9840 -0.8230 -1.6739  C5 1.094
14 H -2.3808 -0.4862 0.0784  C5 1.163
15 H 0.7313 2.4628 -0.7708  C6 1.137
16 H 0.5086 2.8192 0.8631  C6 1.092
17 H -0.9047 2.7025 -0.0876  C6 1.168

Calculated values
- LUMO: -7.095 eV
- E_HOMO: -15.543 eV
- Spin multiplicity: 1
- Total charge: +1

Atomic partial charges in e from the Löwdin method, atoms 1 to 6:
1. C -0.06
2. C 0.17
3. C -0.24
4. C -0.37
5. C -0.02
6. C -0.04

=====

Version c
An isolated ion of composition C6H10N and charge +1, computed with ωB97M-V with the def2-TZVPD basis set.

Each atom is followed by the atoms it is bonded to, with distances in Å.
Element x y z (Å)
1 C 0.0961 -0.6865 -0.6827  C2 1.260, N7 1.221
2 C -1.1478 -0.8879 -0.6713  C1 1.260, C3 1.278
3 C -2.1270 -0.6143 0.1031  C2 1.278, C4 1.525, H8 1.111
4 C -2.8678 0.7189 0.1074  C3 1.525, H9 1.053, H10 1.080, H11 1.116
5 C 1.7125 1.0367 -0.5599  N7 1.489, H12 1.030, H13 1.075, H14 1.118
6 C 2.1557 -1.0599 0.4797  N7 1.448, H15 1.097, H16 1.108, H17 1.045
7 N 1.1279 -0.2775 -0.1745  C1 1.221, C5 1.489, C6 1.448
8 H -2.6492 -1.4318 0.6443  C3 1.111
9 H -2.5278 1.2808 0.9308  C4 1.053
10 H -3.9286 0.5479 0.0014  C4 1.080
11 H -2.6617 1.1043 -0.9191  C4 1.116
12 H 1.1802 1.5337 -1.2886  C5 1.030
13 H 1.7061 1.7026 0.2841  C5 1.075
14 H 2.7709 0.7918 -0.8240  C5 1.118
15 H 2.3598 -0.4061 1.3371  C6 1.097
16 H 1.7018 -1.9222 1.0064  C6 1.108
17 H 3.0988 -1.4305 0.2258  C6 1.045

Calculated values
- LUMO: -4.805 eV
- E_HOMO: -14.932 eV
- Spin multiplicity: 1
- Total charge: +1

Atomic partial charges in e from the Löwdin method, atoms 1 to 6:
1. C 0.02
2. C 0.06
3. C -0.05
4. C -0.02
5. C 0.05
6. C -0.01

=====

Version d
An isolated ion of composition C6H10N and charge +1, computed with ωB97M-V with the def2-TZVPD basis set.

Each atom is followed by the atoms it is bonded to, with distances in Å.
Element x y z (Å)
1 C -1.2177 0.0196 0.1396  C2 1.619, C4 1.638, H8 1.131, H17 1.137
2 C 0.1557 -0.1612 -0.6985  C1 1.619, C6 1.344, H10 1.108
3 C -0.5625 0.1616 2.9209  C4 1.521, N7 1.282, H9 1.105
4 C -1.3311 0.5770 1.6753  C1 1.638, C3 1.521, N7 1.526, H11 1.092
5 C 1.6940 -0.6614 -2.4682  C6 1.425, H12 1.058, H13 1.125, H14 1.112
6 C 0.3657 -0.5828 -1.9573  C2 1.344, C5 1.425, H15 1.112
7 N -0.3355 1.3599 2.5260  C3 1.282, C4 1.526, H16 1.008
8 H -1.6198 0.9452 -0.3719  C1 1.131
9 H -0.2033 -0.4758 3.7496  C3 1.105
10 H 1.0602 -0.0766 -0.0641  C2 1.108
11 H -2.3338 0.8199 2.0326  C4 1.092
12 H 1.7892 -0.2139 -3.4226  C5 1.058
13 H 2.4945 -0.0117 -2.0174  C5 1.125
14 H 2.0208 -1.7100 -2.2942  C5 1.112
15 H -0.3707 -1.2347 -2.4765  C6 1.112
16 H 0.3412 2.0943 2.6658  N7 1.008
17 H -1.9469 -0.8493 0.0609  C1 1.137

Calculated values
- LUMO: -5.371 eV
- E_HOMO: -12.695 eV
- Spin multiplicity: 1
- Total charge: +1

Atomic partial charges in e from the Löwdin method, atoms 1 to 6:
1. C -0.08
2. C -0.11
3. C 0.15
4. C -0.08
5. C -0.13
6. C -0.20

=====

Energy comparison, zero being the most stable, in hartree: version a 0.0477; version b 0.0000; version c 0.0193; version d 0.0429.

=====

Version a
An isolated ion of composition C6H10N and charge +1, computed with ωB97M-V with the def2-TZVPD basis set.

Each atom is followed by the atoms it is bonded to, with distances in Å.
Element x y z (Å)
1 C 2.1011 1.8041 -2.5019  C2 1.343, H8 1.070, H9 1.048
2 C 1.2924 0.8370 -2.0399  C1 1.343, C4 1.345, H10 1.033
3 C -0.5855 -0.6872 0.8540  C5 1.509, N7 1.277, H11 1.169
4 C 0.4802 1.1232 -1.0067  C2 1.345, C5 1.609, H13 1.064
5 C -0.6828 0.2358 -0.3358  C3 1.509, C4 1.609, H12 1.090, H14 1.095
6 C -1.4998 -1.8700 2.7791  N7 1.374, H15 1.081, H16 1.121, H17 1.198
7 N -1.4945 -1.0595 1.6700  C3 1.277, C6 1.374
8 H 2.5847 1.6707 -3.4467  C1 1.070
9 H 2.1240 2.5978 -1.8179  C1 1.048
10 H 1.1180 0.0009 -2.6208  C2 1.033
11 H 0.5219 -0.8242 1.2036  C3 1.169
12 H -1.4406 1.0049 -0.1843  C5 1.090
13 H 0.6787 1.9639 -0.3858  C4 1.064
14 H -0.8750 -0.3951 -1.2104  C5 1.095
15 H -2.5382 -1.9674 3.0646  C6 1.081
16 H -1.1953 -2.9132 2.5030  C6 1.121
17 H -0.5892 -1.5217 3.4759  C6 1.198

Calculated values
- LUMO (alpha / beta): -7.387 / -7.387 eV
- E_HOMO (alpha / beta): -12.522 / -12.523 eV
- Spin multiplicity: 1
- Total charge: +1

Atomic partial charges in e from the Löwdin method, atoms 1 to 6:
1. C 0.27
2. C -0.10
3. C -0.17
4. C 0.11
5. C -0.08
6. C -0.14

=====

Version b
An isolated ion of composition C6H10N and charge +1, computed with ωB97M-V with the def2-TZVPD basis set.

Each atom is followed by the atoms it is bonded to, with distances in Å.
Element x y z (Å)
1 C 1.6427 -0.2036 -0.0077  C2 1.268, C3 1.863, C4 1.457
2 C 2.8864 -0.3938 -0.1629  C1 1.268, H8 1.172, H9 1.066
3 C 0.2452 -0.9599 0.9650  C1 1.863, C4 1.516, N7 1.490, H10 1.096
4 C 0.2698 0.2744 0.0851  C1 1.457, C3 1.516, C5 1.466, N7 1.442
5 C -0.1857 1.6674 0.0744  C4 1.466, H11 1.164, H12 1.051, H13 1.101
6 C -2.0836 -0.6538 -0.2911  N7 1.513, H14 1.047, H15 1.165, H16 1.092
7 N -0.5812 -0.8344 -0.2689  C3 1.490, C4 1.442, C6 1.513, H17 0.998
8 H 3.2973 0.3038 -1.0106  C2 1.172
9 H 3.4823 -1.1787 0.2441  C2 1.066
10 H -0.0391 -0.9711 2.0235  C3 1.096
11 H 0.6274 2.4970 0.1421  C5 1.164
12 H -0.8012 1.7969 0.9161  C5 1.051
13 H -0.9325 1.8617 -0.7111  C5 1.101
14 H -2.5702 -0.8578 0.6136  C6 1.047
15 H -2.3759 0.4363 -0.5797  C6 1.165
16 H -2.5146 -1.4064 -0.9543  C6 1.092
17 H -0.3671 -1.3779 -1.0776  N7 0.998

Calculated values
- LUMO: -2.935 eV
- E_HOMO: -13.992 eV
- Spin multiplicity: 1
- Total charge: +1

Atomic partial charges in e from the Löwdin method, atoms 1 to 6:
1. C -0.01
2. C 0.09
3. C 0.11
4. C -0.42
5. C 0.00
6. C 0.05

=====

Version c
A 2-piece molecular cluster, C6H10N overall, computed with ωB97M-V with the def2-TZVPD basis set.

Each atom is followed by the atoms it is bonded to, with distances in Å.
Element x y z (Å)
1 C 1.1758 -0.7592 -0.4277  C3 1.493, C4 1.476, N7 1.209
2 C -1.3386 0.2155 0.4807  C5 1.397, C6 1.410
3 C 2.5916 -0.9649 -0.8553  C1 1.493, C4 1.566, H8 1.054, H9 1.081
4 C 1.7559 0.2831 -1.2970  C1 1.476, C3 1.566, H10 1.079, H11 1.095
5 C -0.9565 1.4079 1.1004  C2 1.397, H12 1.066, H13 1.087, H14 1.078
6 C -2.4965 -0.5895 0.4692  C2 1.410, H15 0.994, H16 1.124, H17 1.056
7 N 0.2986 -1.1580 0.3025  C1 1.209
8 H 3.3484 -0.7131 -0.1658  C3 1.054
9 H 2.9036 -1.6822 -1.6015  C3 1.081
10 H 1.6028 0.3195 -2.3644  C4 1.079
11 H 2.1710 1.2003 -0.8672  C4 1.095
12 H -0.5515 0.9266 1.9606  C5 1.066
13 H -1.8523 1.9765 1.3367  C5 1.087
14 H 0.0091 1.7384 0.7522  C5 1.078
15 H -3.0329 -0.4410 1.2931  C6 0.994
16 H -3.2731 -0.1846 -0.2349  C6 1.124
17 H -2.3552 -1.5752 0.1184  C6 1.056

Calculated values
- LUMO (alpha / beta): -5.909 / -5.538 eV
- E_HOMO (alpha / beta): -13.620 / -13.460 eV
- Spin multiplicity: 1
- Total charge: +1

Atomic partial charges in e from the Löwdin method, atoms 1 to 6:
1. C -0.38
2. C 0.02
3. C -0.01
4. C -0.04
5. C -0.01
6. C -0.02

=====

Energy comparison, zero being the most stable, in hartree: version a 0.0000; version b 0.0059; version c 0.0600.

=====

Version a
An isolated ion of composition C6H10N and charge +1, computed with ωB97M-V with the def2-TZVPD basis set.

Each atom is followed by the atoms it is bonded to, with distances in Å.
Element x y z (Å)
1 C 0.9188 1.2464 0.1393  C2 1.338, C6 1.648, H8 1.002, H13 1.193
2 C -0.3154 0.7435 0.2600  C1 1.338, C5 1.247
3 C -2.3030 -0.8933 -0.3174  C4 1.474, C5 1.487, H9 1.074, H10 1.093
4 C -2.9336 0.3209 0.2301  C3 1.474, C5 1.514, H11 1.058, H12 1.100
5 C -1.4266 0.1781 0.2247  C2 1.247, C3 1.487, C4 1.514
6 C 1.9024 0.1390 -0.5829  C1 1.648, N7 1.413, H14 1.057, H15 1.110
7 N 2.3101 -0.9201 0.2584  C6 1.413, H16 1.007, H17 0.975
8 H 0.9446 2.0879 -0.4043  C1 1.002
9 H -2.3529 -1.7767 0.2911  C3 1.074
10 H -2.1565 -1.0577 -1.3878  C3 1.093
11 H -3.1427 1.2312 -0.2666  C4 1.058
12 H -3.5631 -0.0171 1.0671  C4 1.100
13 H 1.5733 1.4239 1.1209  C1 1.193
14 H 2.6720 0.8625 -0.6268  C6 1.057
15 H 1.4221 -0.1662 -1.5363  C6 1.110
16 H 2.8873 -0.6211 1.0269  N7 1.007
17 H 1.8014 -1.7511 0.2341  N7 0.975

Calculated values
- LUMO: -5.397 eV
- E_HOMO: -13.468 eV
- Spin multiplicity: 1
- Total charge: +1

Atomic partial charges in e from the Löwdin method, atoms 1 to 6:
1. C -0.12
2. C 0.12
3. C -0.02
4. C 0.01
5. C -0.12
6. C -0.17

=====

Version b
A 2-piece molecular cluster, C6H10N overall, computed with ωB97M-V with the def2-TZVPD basis set.

Each atom is followed by the atoms it is bonded to, with distances in Å.
Element x y z (Å)
1 C -1.3660 1.4200 1.3431  C2 1.375, C4 1.377, H8 1.089
2 C -1.9099 0.7423 0.2777  C1 1.375, C4 1.399, C5 1.424
3 C 1.5757 -0.7452 1.1820  N7 1.263, H9 1.008, H10 1.148
4 C -0.7421 1.4950 0.1182  C1 1.377, C2 1.399, H11 1.094
5 C -2.9447 -0.0326 -0.3190  C2 1.424, H12 1.005, H13 1.148, H14 1.025
6 C 2.4270 -0.0672 -0.8819  N7 1.454, H15 1.094, H16 1.039, H17 1.164
7 N 1.3285 -0.2269 0.0565  C3 1.263, C6 1.454
8 H -1.4024 1.9880 2.2714  C1 1.089
9 H 2.4555 -1.2236 1.3003  C3 1.008
10 H 0.8031 -0.6501 2.0260  C3 1.148
11 H 0.0425 1.9033 -0.5252  C4 1.094
12 H -2.7363 -1.0135 -0.3783  C5 1.005
13 H -2.9615 0.1700 -1.4488  C5 1.148
14 H -3.8935 0.0553 0.0596  C5 1.025
15 H 2.6428 0.9459 -1.2348  C6 1.094
16 H 2.0913 -0.6373 -1.6835  C6 1.039
17 H 3.4231 -0.6215 -0.6457  C6 1.164

Calculated values
- LUMO: -4.137 eV
- E_HOMO: -13.679 eV
- Spin multiplicity: 1
- Total charge: +1

Atomic partial charges in e from the Löwdin method, atoms 1 to 6:
1. C 0.17
2. C -0.10
3. C -0.01
4. C 0.15
5. C 0.03
6. C -0.12

=====

Version c
An isolated ion of composition C6H10N and charge +1, computed with ωB97M-V with the def2-TZVPD basis set.

Each atom is followed by the atoms it is bonded to, with distances in Å.
Element x y z (Å)
1 C -2.7056 2.1882 1.9947  N7 1.154, H8 1.076
2 C -0.2756 0.8641 -0.1645  C3 1.531, C4 1.382, H9 1.168
3 C 1.0680 0.3272 -0.6644  C2 1.531, C6 1.549, H10 1.108, H11 1.120
4 C -0.6496 1.9318 0.6295  C2 1.382, N7 1.362, H12 1.127
5 C 0.4452 -2.2560 -0.9570  C6 1.583, H13 1.140, H14 1.178, H15 1.138
6 C 1.2696 -1.1368 -0.2000  C3 1.549, C5 1.583, H16 1.143, H17 1.161
7 N -1.8587 1.9284 1.2556  C1 1.154, C4 1.362
8 H -3.4575 2.5037 2.6976  C1 1.076
9 H -1.0540 0.0733 -0.5293  C2 1.168
10 H 1.9349 0.9605 -0.3892  C3 1.108
11 H 1.1403 0.3803 -1.7806  C3 1.120
12 H 0.1354 2.6535 0.9952  C4 1.127
13 H 0.7310 -2.4063 -2.0508  C5 1.140
14 H -0.7195 -2.1678 -0.8039  C5 1.178
15 H 0.6437 -3.2707 -0.4820  C5 1.138
16 H 2.3332 -1.4445 -0.4850  C6 1.143
17 H 1.0192 -1.1290 0.9340  C6 1.161

Calculated values
- LUMO: -5.024 eV
- E_HOMO: -14.467 eV
- Spin multiplicity: 1
- Total charge: +1

Atomic partial charges in e from the Löwdin method, atoms 1 to 6:
1. C 0.33
2. C 0.00
3. C -0.21
4. C -0.09
5. C -0.13
6. C -0.26

=====

Version d
A 2-piece molecular cluster, C6H10N overall, computed with ωB97M-V with the def2-TZVPD basis set.

Each atom is followed by the atoms it is bonded to, with distances in Å.
Element x y z (Å)
1 C 2.0920 1.2024 1.4340  C2 1.253, C3 1.322
2 C 1.1557 0.7878 0.7112  C1 1.253
3 C 3.1087 1.7529 2.0754  C1 1.322, H8 1.122, H9 1.084
4 C 0.1186 -0.8597 -0.2482  C6 1.470, N7 1.435
5 C -2.3592 -0.4413 -0.5767  C6 1.536, H10 1.076, H11 1.131, H12 1.080
6 C -1.2331 -0.9818 0.3172  C4 1.470, C5 1.536, H13 1.060, H14 1.117
7 N 0.0473 -0.5743 -1.6532  C4 1.435, H15 1.064, H16 1.120, H17 1.009
8 H 3.8744 2.2159 1.3989  C3 1.122
9 H 3.1060 2.2049 3.0609  C3 1.084
10 H -3.2326 -0.2623 0.0254  C5 1.076
11 H -2.5297 -1.2667 -1.3312  C5 1.131
12 H -1.9780 0.5011 -0.9409  C5 1.080
13 H -1.3835 -0.6217 1.3026  C6 1.060
14 H -1.3202 -2.0950 0.3320  C6 1.117
15 H -0.9411 -0.3786 -1.9954  N7 1.064
16 H 0.7559 -1.3367 -2.0660  N7 1.120
17 H 0.7188 0.1533 -1.8458  N7 1.009

Calculated values
- LUMO (alpha / beta): -5.561 / -5.734 eV
- E_HOMO (alpha / beta): -12.846 / -12.477 eV
- Spin multiplicity: 1
- Total charge: +1

Atomic partial charges in e from the Löwdin method, atoms 1 to 6:
1. C -0.18
2. C 0.16
3. C 0.12
4. C -0.09
5. C -0.09
6. C -0.28

=====

Energy comparison, zero being the most stable, in hartree: version a 0.0465; version b 0.0418; version c 0.0000; version d 0.1971.